1.
Density functional theory data (ωB97M-V/def2-TZVPD) for the molecule C4H7NO2 at a distorted geometry.

As for the multiplicity: 1. For the HOMO-LUMO gap, the calculation gives 0.3840 hartree. Its SMILES is C[C@@]1(C(N)=O)CO1. Its relative energy (zero: lowest compared OMol25 entry of this formula, charge and spin) is 78.47 kcal/mol. Its electronic energy is -9843.8768 eV.

```
14
Properties=species:S:1:pos:R:3:forces:R:3:mulliken_charge:R:1
H -0.036576 2.299880 -0.170242 -0.131 -1.593 0.563 0.267
H -1.279033 1.879456 0.998244 0.126 0.049 0.537 0.342
N 1.796493 -0.892070 -0.202895 0.108 -0.081 -0.099 -0.370
H 1.686133 -0.233288 -0.958475 0.142 -0.025 0.046 0.237
O 0.544945 -2.195491 1.177749 -0.380 1.117 -0.267 -0.591
C -0.294187 1.571349 0.656469 0.022 -0.848 1.568 -1.085
C -1.452960 -0.395249 -0.621427 -0.544 -0.114 -0.327 -0.479
H 0.484643 1.668552 1.387253 -0.004 0.434 0.988 0.348
O -0.431572 0.425498 -1.108193 0.198 -1.473 -2.097 -0.465
H -2.456144 -0.003567 -0.481802 0.049 0.257 -0.193 0.268
C -0.374043 -0.031450 0.303951 0.825 2.341 -1.704 0.855
H -1.371551 -1.305036 -1.206458 -0.461 -0.662 0.828 0.253
H 2.504202 -1.605672 -0.287123 -0.084 0.019 0.011 0.246
C 0.679649 -1.182911 0.512949 0.133 0.580 0.145 0.175
```
Forces are in eV/Å.



2.
Density functional theory data (ωB97M-V/def2-TZVPD) for the molecule C4H7NO2 at a distorted geometry.

As for the multiplicity: 1. For the HOMO-LUMO gap (spin up / spin down), the calculation gives 0.3776 / 0.2689 hartree. Its relative energy (zero: lowest compared OMol25 entry of this formula, charge and spin) is 203.34 kcal/mol. Its electronic energy is -9838.4622 eV.

```
14
Properties=species:S:1:pos:R:3:forces:R:3:mulliken_charge:R:1
H 1.744213 -0.722693 0.795897 1.393 0.393 0.146 0.379
O 0.048685 1.907095 -1.180131 -0.632 1.707 -0.533 -0.159
H -0.710031 -2.238229 1.713455 0.378 0.649 -0.516 0.252
H -1.994410 1.316292 -1.613550 1.654 0.585 -0.183 0.226
H 0.723495 -0.040771 3.301327 -0.028 -0.232 0.453 0.302
N 0.745474 1.165011 -0.361075 0.996 -1.691 1.422 -0.147
H -1.041830 2.256492 -2.880519 0.497 -1.589 0.983 0.256
H 0.934657 -1.963209 -0.148225 -0.006 -0.256 0.092 0.272
C -0.002763 -1.374816 1.731721 -0.663 -1.266 1.715 -0.140
C 0.162735 -0.914635 2.974709 0.374 0.573 -2.518 -0.422
O 0.225251 -0.129011 -0.369440 -1.553 0.908 -1.488 -0.134
C -0.940505 1.448088 -2.075024 -1.942 -1.620 -0.422 -0.462
C 0.809312 -1.073114 0.456263 -0.379 0.057 1.386 -0.443
H -0.704283 0.363500 -2.345406 -0.089 1.782 -0.537 0.221
```
Forces are in eV/Å.



3.
Density functional theory data (ωB97M-V/def2-TZVPD) for the molecule C4H7NO2 at a distorted geometry.

As for the multiplicity: 1. For the HOMO-LUMO gap, the calculation gives 0.3038 hartree. Its relative energy (zero: lowest compared OMol25 entry of this formula, charge and spin) is 145.83 kcal/mol. Its electronic energy is -9840.9558 eV.

```
14
Properties=species:S:1:pos:R:3:forces:R:3:mulliken_charge:R:1
H -0.074745 1.939734 -1.065890 0.003 0.007 0.050 0.296
C 0.075814 -0.069056 1.597400 -0.001 -0.034 -0.210 -1.132
C -0.197148 0.307244 0.343328 -0.889 0.080 0.251 1.129
H 0.999209 0.079077 -1.579920 -0.162 -0.036 -0.019 0.266
H -0.051014 0.641167 2.404508 0.127 0.050 -0.095 0.290
H 0.937686 -2.448317 -0.734504 0.021 0.125 0.014 0.357
O 1.543010 -1.683017 -0.852193 -0.421 0.222 -0.121 -0.368
N 0.631861 -0.633101 -0.953878 0.111 -0.757 -0.190 -0.080
H -0.148154 2.422770 0.635927 0.033 -0.043 -0.041 0.369
H -1.597627 1.814492 -0.206949 0.064 -0.043 -0.008 0.280
O -1.105904 -2.074262 -0.584760 0.112 0.299 -0.209 -0.547
C -0.517594 1.701751 -0.095391 0.021 -0.022 -0.010 -1.148
H 0.328308 -1.087485 1.855028 -0.116 -0.036 -0.015 0.277
C -0.823701 -0.910996 -0.762704 1.096 0.187 0.603 0.008
```
Forces are in eV/Å.



4.
Density functional theory data (ωB97M-V/def2-TZVPD) for the molecule C4H7NO2.

As for the multiplicity: 1. For the HOMO-LUMO gap, the calculation gives 0.3967 hartree. Its SMILES is O[C@@H]1OC[C@H]2CN21. Its relative energy (zero: lowest compared OMol25 entry of this formula, charge and spin) is 51.52 kcal/mol. Its electronic energy is -9845.0456 eV.

```
14
Properties=species:S:1:pos:R:3:forces:R:3:mulliken_charge:R:1
H -0.815047 2.017646 0.608948 0.094 -0.124 -0.005 0.296
H -0.209774 1.935779 -1.068110 -0.141 -0.022 0.161 0.271
H -0.964362 -1.723596 -1.624778 0.132 0.183 -0.102 0.237
O 1.033187 1.092715 0.296592 0.144 -0.103 -0.117 -0.407
O 0.835078 -0.368018 2.069212 0.056 0.000 0.265 -0.526
H 0.253519 -0.422459 -2.067181 0.116 0.034 0.243 0.240
C -0.391674 -0.855925 -1.306324 0.076 -0.025 -0.255 -0.307
C 1.093053 -0.241789 0.700519 0.119 -0.152 -0.248 0.403
H 2.102369 -0.601911 0.473502 -0.199 -0.060 -0.167 0.270
N 0.008703 -0.984523 0.082973 -0.042 -0.214 0.308 -0.473
H -1.979888 -0.097351 0.104679 0.077 0.056 -0.161 0.325
C -0.972109 0.034103 -0.276579 -0.282 0.157 -0.029 -0.157
H 0.300819 -1.174954 2.127894 0.106 0.234 0.195 0.343
C -0.293875 1.390279 -0.121347 -0.257 0.037 -0.090 -0.515
```
Forces are in eV/Å.



5.
Density functional theory data (ωB97M-V/def2-TZVPD) for the molecule C4H7NO2.

As for the multiplicity: 1. For the HOMO-LUMO gap, the calculation gives 0.3484 hartree. Its SMILES is CC1=C(CO)N1O. Its relative energy (zero: lowest compared OMol25 entry of this formula, charge and spin) is 124.99 kcal/mol. Its electronic energy is -9841.8595 eV.

```
14
Properties=species:S:1:pos:R:3:forces:R:3:mulliken_charge:R:1
H -1.913411 -1.713308 0.595647 0.014 -0.042 -0.137 0.307
H -1.807760 2.231046 1.330660 0.088 -0.027 -0.109 0.335
C 1.966084 0.478800 0.006151 -0.120 0.302 0.177 -0.350
O 2.426609 -0.758665 -0.496283 0.017 -0.010 -0.294 -0.504
C -0.581180 -0.233370 0.008744 -0.045 -0.047 -0.052 0.453
H 2.459874 1.326985 -0.485519 -0.257 -0.086 -0.015 0.249
C -1.558154 -1.258477 -0.333830 -0.056 -0.158 -0.073 -1.104
H 2.222881 0.514986 1.070243 0.127 0.009 -0.109 0.299
H -1.134410 -2.011790 -0.996516 -0.126 -0.019 0.026 0.274
H 1.992271 -0.893957 -1.348224 0.211 -0.065 0.075 0.313
O -1.555915 1.785534 0.511363 0.183 0.710 -0.181 -0.421
H -2.406738 -0.761384 -0.814299 0.042 -0.178 0.028 0.297
C 0.479781 0.493822 -0.030523 -0.262 0.057 0.544 0.309
N -0.589937 0.799782 0.982388 0.185 -0.446 0.118 -0.456
```
Forces are in eV/Å.



6.
Density functional theory data (ωB97M-V/def2-TZVPD) for a structure of composition C4H7NO2.

As for the multiplicity: 1. For the HOMO-LUMO gap (spin up / spin down), the calculation gives 0.3299 / 0.3300 hartree. Its relative energy (zero: lowest compared OMol25 entry of this formula, charge and spin) is 148.13 kcal/mol. Its electronic energy is -9840.8561 eV.

```
14
Properties=species:S:1:pos:R:3:forces:R:3:mulliken_charge:R:1
O 0.729215 -0.144107 -1.170797 0.177 -0.008 -0.042 -0.537
C -0.072031 -0.661919 1.121250 -0.031 -0.121 0.131 0.722
H -1.135783 -1.160749 -1.333882 0.085 0.147 0.028 0.291
C -0.689179 -0.167624 -1.288235 -0.271 -0.043 -0.111 -0.586
C -0.037602 0.279373 -0.050329 -0.044 0.103 0.145 1.002
O -0.608768 -0.385910 2.215218 0.078 -0.007 -0.216 -0.577
N 0.368462 -1.883558 1.268642 0.176 0.062 -0.398 -0.495
H 1.202236 -1.939620 -0.458083 -0.076 0.244 0.060 -0.088
H -0.759247 1.989973 1.020142 0.112 -0.040 -0.089 0.313
H 1.002730 1.936327 0.833884 -0.126 -0.042 -0.054 0.309
H 1.075289 -2.532666 0.029254 -0.157 -0.130 0.328 0.305
C 0.051032 1.733543 0.333608 0.004 0.037 -0.017 -1.330
H -1.110201 0.578974 -1.959748 0.075 -0.094 0.122 0.280
H -0.016152 2.357962 -0.560924 -0.001 -0.108 0.113 0.390
```
Forces are in eV/Å.



7.
Density functional theory data (ωB97M-V/def2-TZVPD) for the molecule C4H7NO2 at a distorted geometry.

As for the multiplicity: 1. For the HOMO-LUMO gap, the calculation gives 0.3804 hartree. Its SMILES is C[C@@H](C=O)NC=O. Its relative energy (zero: lowest compared OMol25 entry of this formula, charge and spin) is 41.75 kcal/mol. Its electronic energy is -9845.4693 eV.

```
14
Properties=species:S:1:pos:R:3:forces:R:3:mulliken_charge:R:1
C 1.133021 -0.531234 1.430131 -2.814 -0.425 -2.260 -0.132
N -1.216274 0.041843 0.347277 2.409 -0.265 -0.359 -0.177
H -0.063625 -1.790298 0.147117 -0.057 1.170 -0.063 0.239
H 1.942013 -1.236974 1.317696 0.986 -0.357 0.091 0.367
H -0.839336 1.520633 -1.207182 -1.057 -0.593 1.228 0.267
C -1.550478 1.150447 -0.375846 -0.669 0.347 -0.850 0.095
C 0.093791 -0.669650 0.217932 0.821 0.267 -0.150 0.384
O -2.636727 1.656167 -0.156297 0.728 0.561 -0.424 -0.566
O 0.940375 0.173732 2.354726 0.252 0.902 1.292 -0.429
H -1.704862 0.134587 1.224414 0.137 -0.786 0.363 0.258
H 1.088235 0.809516 -1.043277 0.622 2.821 0.236 0.473
C 0.878165 -0.185088 -1.092009 -4.007 -2.840 -0.149 -1.533
H 1.779283 -0.720497 -1.171217 1.023 -0.905 -0.364 0.426
H 0.156419 -0.353182 -1.993467 1.627 0.102 1.408 0.328
```
Forces are in eV/Å.



8.
Density functional theory data (ωB97M-V/def2-TZVPD) for the molecule C4H7NO2.

As for the multiplicity: 1. For the HOMO-LUMO gap, the calculation gives 0.3385 hartree. Its relative energy (zero: lowest compared OMol25 entry of this formula, charge and spin) is 123.12 kcal/mol. Its electronic energy is -9841.9409 eV.

```
14
Properties=species:S:1:pos:R:3:forces:R:3:mulliken_charge:R:1
C 0.676321 -1.551361 0.671688 0.235 -0.022 -0.120 -0.674
C -0.468364 0.804027 -0.914559 0.115 0.231 -0.429 0.558
H -0.127918 -1.910911 0.000182 0.237 0.652 0.258 0.307
O 0.633809 -0.135802 1.001974 -0.558 -0.273 -0.143 -0.387
H -1.495185 1.052703 -2.456301 0.090 0.088 -0.054 0.290
H 1.642949 0.453963 -0.743690 -0.152 -0.071 0.041 0.279
H 1.037315 1.771437 0.273628 -0.147 -0.554 0.193 0.266
C 0.812469 0.756458 -0.099013 -0.052 -0.205 0.028 -0.247
H 0.599452 -2.137586 1.600895 0.068 0.601 -0.274 0.255
O -1.540877 0.345071 -0.207615 -0.085 -0.312 0.488 -0.248
C -1.521397 0.133723 1.142476 -0.036 0.065 0.059 -0.221
H -1.214280 1.067932 1.667898 0.154 0.079 -0.467 0.158
H 1.641039 -1.729363 0.199974 0.092 -0.221 -0.035 0.336
N -0.527728 1.108944 -2.134890 0.038 -0.060 0.456 -0.672
```
Forces are in eV/Å.



9.
Density functional theory data (ωB97M-V/def2-TZVPD) for the molecule C4H7NO2S at a distorted geometry.

As for the multiplicity: 1. For the HOMO-LUMO gap, the calculation gives 0.3362 hartree. Its SMILES is N[C@@H]1C[C@]1(O)C(O)=S. Its relative energy (zero: lowest compared OMol25 entry of this formula, charge and spin) is 72.84 kcal/mol. Its electronic energy is -20679.5776 eV.

```
15
Properties=species:S:1:pos:R:3:forces:R:3:mulliken_charge:R:1
C 1.090956 0.587371 1.150176 0.085 3.735 -0.370 -0.871
C -0.727857 -0.556549 -0.108509 0.436 1.421 1.050 0.501
H -1.052230 2.065959 0.139440 2.176 0.010 -2.257 0.378
H 3.356867 -0.881090 -0.032958 -0.940 0.450 0.637 0.258
C 0.196474 0.687912 -0.055511 1.130 -3.421 -0.662 0.262
H 1.190389 1.601384 1.536420 0.209 -0.230 0.353 0.266
C 1.738047 0.432043 -0.162499 0.399 0.969 -1.332 -0.026
H 0.961147 -0.117802 1.898566 -0.040 -1.630 0.880 0.285
O -0.209515 1.937577 -0.490126 -2.684 -0.562 2.549 -0.514
S -2.353087 -0.218010 -0.039453 0.992 -0.826 -0.417 -0.364
H 2.683807 -1.020690 -1.407966 -1.312 0.421 0.835 0.226
H 2.146558 1.371119 -0.662304 -0.097 -1.320 1.019 0.310
N 2.394958 -0.850038 -0.412600 1.189 -0.384 -1.368 -0.598
H 0.841238 -1.850606 0.341824 -2.134 1.175 -1.391 0.414
O -0.169086 -1.766892 0.085686 0.590 0.192 0.473 -0.527
```
Forces are in eV/Å.